The following is a quantum chemistry calculation of a molecular structure, C36H39AsI2N3O3RuSSi2 at a distorted geometry, from the OMol25 dataset.

Its expectation value of S² is 0.80. As for the multiplicity: 2. As for the total charge: 0. The gap between HOMO and LUMO (spin up / spin down) is 5.56 / 5.93 eV. As for the lowest unoccupied orbital energy (spin up / spin down): -1.60 / -1.17 eV.

Cartesian coordinates (Å):
H (1.61, 2.59, -2.43)
As (0.61, -0.19, -1.71)
N (3.87, 3.67, -0.38)
H (-2.48, -0.29, -3.00)
H (3.91, 1.03, -2.47)
C (-2.71, 4.59, 3.23)
C (-1.79, 4.54, 2.17)
C (-6.18, -3.22, -0.21)
C (-4.73, -3.43, -2.11)
S (-2.87, -0.97, 0.59)
I (-3.15, 6.42, 4.22)
H (4.22, -1.70, 0.46)
C (3.34, 3.72, -1.64)
H (-7.12, -3.45, 0.28)
C (-1.86, -4.18, 2.88)
C (4.55, 2.98, 2.36)
H (-3.48, -2.77, 2.78)
I (-3.94, 0.46, 3.81)
Si (2.82, -1.04, -1.55)
H (-0.29, -2.14, 0.00)
C (-2.02, 2.05, 2.17)
H (-4.11, 3.52, 4.44)
H (1.07, -0.29, -4.97)
H (-6.68, -4.32, -1.97)
C (4.90, 2.63, 3.64)
H (4.67, 4.19, -0.07)
C (-0.73, -2.72, 0.81)
H (3.76, 4.32, -2.42)
H (-4.53, -3.84, -3.09)
C (3.02, 1.16, 3.76)
H (2.79, -3.06, -3.09)
N (2.17, 2.28, -0.40)
H (-1.32, 6.65, 2.02)
C (-5.25, -2.42, 0.42)
H (-0.12, -5.41, 2.76)
H (0.41, -3.93, -2.95)
H (5.17, 3.69, 1.84)
C (-0.40, 5.50, 0.47)
C (-1.49, 3.27, 1.60)
C (-2.05, -0.77, -3.87)
H (3.97, -3.26, -1.82)
C (-5.93, -3.72, -1.48)
H (2.63, -1.16, 0.95)
C (3.44, -0.96, 0.26)
H (2.42, 0.43, 4.29)
H (1.77, -1.88, -4.71)
H (-1.91, -0.01, -4.64)
O (-1.62, 0.90, 1.81)
H (-1.02, -3.59, -1.99)
H (-5.44, -2.03, 1.42)
C (-0.64, -4.55, 2.35)
H (3.72, -0.16, -3.73)
C (2.63, 1.47, 2.43)
C (-3.81, -2.61, -1.49)
C (-2.53, -3.08, 2.37)
C (-4.06, -2.11, -0.22)
C (-1.17, 5.66, 1.60)
O (1.60, 0.88, 1.95)
C (3.98, -0.03, -2.69)
C (-3.02, 2.23, 3.14)
H (4.38, 1.46, 5.36)
H (-2.77, -1.49, -4.26)
C (-0.07, -3.82, 1.33)
C (0.84, -1.35, -4.87)
H (-2.89, -2.34, -1.98)
H (-1.17, -3.96, -3.70)
C (3.13, 2.78, 0.36)
H (3.85, 0.02, 0.50)
H (-2.30, -4.74, 3.69)
C (2.28, 2.86, -1.63)
O (-1.99, -0.50, -0.51)
H (0.25, 4.10, -1.03)
C (-3.36, 3.46, 3.67)
C (-0.26, 4.22, -0.09)
N (-0.75, 3.14, 0.48)
C (-0.56, -3.44, -2.97)
H (5.79, 3.06, 4.09)
C (4.12, 1.72, 4.35)
Si (-0.37, -1.56, -3.38)
Ru (0.15, 0.97, 0.32)
C (3.43, 2.43, 1.72)
H (0.90, -4.10, 0.94)
H (2.28, -3.51, -1.47)
H (0.07, 6.34, -0.01)
H (0.42, -1.69, -5.81)
H (5.02, -0.31, -2.57)
C (-1.97, -2.37, 1.32)
C (2.97, -2.90, -2.04)

=====

The following is a quantum chemistry calculation of a molecular structure, C36H39ClFeIN3O4SeSi at a distorted geometry, from the OMol25 dataset.

Its expectation value of S² is 8.79. As for the multiplicity: 6. As for the total charge: -1. The gap between HOMO and LUMO (spin up / spin down) is 3.68 / 5.21 eV. As for the lowest unoccupied orbital energy (spin up / spin down): 2.03 / 2.04 eV.

Cartesian coordinates (Å):
H (-1.39, 2.09, 2.84)
H (4.43, 0.37, 1.89)
H (1.65, 7.60, -1.67)
O (2.65, -1.11, -0.64)
H (0.00, -1.31, 1.42)
C (-4.64, 1.64, 0.11)
H (0.37, -4.25, 0.28)
H (-0.22, 5.68, -2.08)
C (-3.16, 0.84, 5.45)
C (-1.54, -4.17, 0.28)
H (-3.47, -1.78, 0.89)
C (2.36, 5.68, 1.04)
N (2.06, 4.39, 1.28)
H (0.47, -3.44, 0.57)
H (1.34, 5.18, -2.84)
Fe (0.00, 0.00, 0.00)
C (1.40, -4.49, 0.02)
O (1.95, -0.65, 2.12)
C (-6.57, 3.10, 0.46)
C (1.87, 6.04, -0.18)
H (-4.88, -0.43, 5.30)
C (4.04, -5.09, -0.67)
C (-3.00, -1.09, 0.19)
H (-1.42, 2.11, 5.29)
H (3.76, 8.61, 1.97)
C (-0.50, -3.37, 1.07)
C (-5.44, 2.44, 0.95)
C (-6.91, 2.99, -0.89)
H (4.44, -0.02, 0.12)
C (3.23, 7.88, 1.37)
C (-5.00, 1.55, -1.25)
C (2.27, -3.44, -0.32)
H (4.28, -2.96, -0.93)
N (1.25, 4.98, -0.74)
H (-4.41, 0.96, -1.94)
Se (0.77, 2.36, 0.00)
H (-2.48, -4.18, 0.84)
C (-3.14, 0.81, 2.63)
C (3.05, 6.58, 1.86)
C (1.38, 3.98, 0.18)
H (1.13, -6.60, 0.28)
C (0.60, 4.94, -2.05)
H (-0.18, -2.11, -1.37)
C (-1.58, 1.34, 0.00)
H (2.88, 9.27, -0.26)
H (-7.79, 3.50, -1.27)
C (-6.13, 2.22, -1.74)
H (-3.54, -1.16, -0.77)
C (-0.91, -1.89, 1.20)
C (2.56, -0.35, 1.11)
C (1.80, -2.00, -0.32)
O (0.58, -1.79, 0.00)
C (-1.77, -3.55, -1.10)
C (-1.27, -2.11, -1.20)
I (3.80, -8.09, -0.33)
H (-1.44, 1.75, -1.08)
H (-0.38, -3.81, 2.07)
Cl (4.67, -1.98, 1.47)
H (0.00, 0.00, 1.69)
C (4.06, -0.34, 1.12)
C (2.73, 8.26, 0.10)
Si (-3.11, 0.75, 0.74)
N (-1.55, -1.31, 0.00)
H (-0.88, 2.58, 0.35)
C (-2.17, 1.54, 3.35)
H (5.07, -5.30, -0.94)
H (-1.69, -1.63, -2.09)
C (1.83, -5.82, 0.02)
H (-1.26, -4.15, -1.86)
O (1.89, 0.00, 0.00)
H (-1.54, -1.78, 2.09)
H (-6.39, 2.13, -2.79)
H (-3.16, 0.85, 6.54)
H (-2.84, -3.60, -1.34)
H (0.17, 3.94, -2.26)
C (2.04, 7.33, -0.70)
C (3.60, -3.76, -0.67)
C (-2.18, 1.55, 4.75)
H (3.42, 6.28, 2.83)
C (-4.12, 0.12, 4.76)
H (-7.18, 3.71, 1.12)
H (-4.88, -0.47, 2.85)
H (-1.22, -5.21, 0.18)
C (-4.11, 0.10, 3.36)
H (-5.20, 2.57, 2.01)
C (3.15, -6.11, -0.33)
H (2.29, 3.83, 2.13)